Computed, not measured: 2 unconnected molecules or ions with the total composition C3H10IPSi in a non-equilibrium geometry, with wB97M-V/def2-TZVPD.

Values from the calculation:
ΔE to the lowest compared entry with this formula, charge and spin   70.4 kcal/mol
Frontier orbital gap (alpha / beta)   7.802 / 5.274 eV
Total energy   -28538.3600 eV

Structure (ORCA input):
```
! wB97M-V def2-TZVPD RIJCOSX def2/J DEFGRID3
* xyz 0 1
C -1.4077 -0.6246 -0.1179
C 1.5762 -0.9910 -0.5571
C 0.4849 1.1144 1.4961
Si 0.2054 0.2066 -0.1826
P 0.3500 1.7888 -1.8417
I -5.1211 -0.7621 -0.3504
H -1.5307 -1.2665 -1.0687
H -1.4477 -1.3973 0.6478
H -2.2762 -0.0118 0.0094
H 1.9107 -1.3142 -1.5684
H 2.5810 -0.5354 -0.1148
H 1.5212 -1.8276 0.0482
H 0.3580 2.1465 1.2704
H -0.3585 0.7379 2.0787
H 1.4486 0.9444 2.1098
H 1.7061 1.7918 -1.8588
*
```

The computed Mulliken charges, all in e, follow: -0.9496, -1.0776, -1.0223, 0.2546, -0.0920, 0.0588, 0.3500, 0.4199, 0.1005, 0.3348, 0.2669, 0.4186, 0.3443, 0.2708, 0.3042, 0.0180

***

Computed, not measured: a gas-phase ion, C3H10N (charge +1) in a non-equilibrium geometry, with wB97M-V/def2-TZVPD.

Values from the calculation:
ΔE to the lowest compared entry with this formula, charge and spin   11.5 kcal/mol
Frontier orbital gap   12.396 eV
Total energy   -4756.3658 eV
SMILES   CCC[NH3+]

Structure (ORCA input):
```
! wB97M-V def2-TZVPD RIJCOSX def2/J DEFGRID3
* xyz 1 1
C 0.3706 1.9027 -0.4185
C 0.2620 0.3921 -0.6708
C 0.0112 -0.2960 0.6526
N -0.5539 -1.7652 0.4155
H -0.3626 2.3396 0.2639
H 1.3564 2.2505 -0.1721
H 0.0604 2.4343 -1.3177
H -0.5376 0.2241 -1.3834
H 1.2252 0.0438 -1.0428
H 0.9044 -0.5093 1.2196
H -0.6979 0.1209 1.3487
H -0.7546 -1.9366 -0.5696
H 0.1503 -2.4365 0.7171
H -1.4145 -1.9403 0.9326
*
```

The computed Mulliken charges, all in e, follow: -1.3185, -0.3317, -0.4522, -0.3699, 0.3725, 0.3521, 0.3550, 0.4155, 0.2789, 0.2848, 0.3543, 0.3530, 0.3680, 0.3381

***

Question: The highest ΔE to the lowest compared entry with this formula, charge and spin belongs to which entry?
Answer: C3H10IPSi

***

Please write out number 1 again, unchanged.
Computed, not measured: 2 unconnected molecules or ions with the total composition C3H10IPSi in a non-equilibrium geometry, with wB97M-V/def2-TZVPD.

Values from the calculation:
ΔE to the lowest compared entry with this formula, charge and spin   70.4 kcal/mol
Frontier orbital gap (alpha / beta)   7.802 / 5.274 eV
Total energy   -28538.3600 eV

Structure (ORCA input):
```
! wB97M-V def2-TZVPD RIJCOSX def2/J DEFGRID3
* xyz 0 1
C -1.4077 -0.6246 -0.1179
C 1.5762 -0.9910 -0.5571
C 0.4849 1.1144 1.4961
Si 0.2054 0.2066 -0.1826
P 0.3500 1.7888 -1.8417
I -5.1211 -0.7621 -0.3504
H -1.5307 -1.2665 -1.0687
H -1.4477 -1.3973 0.6478
H -2.2762 -0.0118 0.0094
H 1.9107 -1.3142 -1.5684
H 2.5810 -0.5354 -0.1148
H 1.5212 -1.8276 0.0482
H 0.3580 2.1465 1.2704
H -0.3585 0.7379 2.0787
H 1.4486 0.9444 2.1098
H 1.7061 1.7918 -1.8588
*
```

The computed Mulliken charges, all in e, follow: -0.9496, -1.0776, -1.0223, 0.2546, -0.0920, 0.0588, 0.3500, 0.4199, 0.1005, 0.3348, 0.2669, 0.4186, 0.3443, 0.2708, 0.3042, 0.0180